Here is a molecular structure, C9H10F5NPt at a distorted geometry from the Open Molecules 2025 dataset. Energies are from ωB97M-V/def2-TZVPD.

Cartesian coordinates (Å):
C1 0.35481 -2.25923 -0.73010
C2 -1.27942 1.40594 -1.26005
H1 -0.55154 2.29043 0.68613
H2 -0.99063 0.75355 -3.37109
C3 1.11242 -0.06733 1.81938
C4 0.59202 -0.89384 3.03991
C5 1.70779 -1.76648 -0.98069
H3 2.50950 -2.05457 -0.29571
H4 1.64888 0.72153 -2.76148
H5 -2.68376 -0.06233 0.92772
N1 -2.95178 0.83855 1.38815
F1 -0.66308 -0.52635 3.38473
Pt1 0.25714 -0.47082 -0.05991
H6 2.01394 -1.43144 -1.97500
C6 -0.33895 1.73925 -0.21884
F2 0.60836 -2.23667 2.81208
C7 0.82605 0.94733 -2.09037
C8 -0.55884 0.96118 -2.39746
F3 2.46984 -0.29888 1.76176
F4 1.39652 -0.66395 4.10110
H7 0.24977 -3.04080 0.03470
C9 1.00859 1.48377 -0.74549
F5 0.94401 1.25662 2.18771
H8 -0.26816 -2.43294 -1.61566
H9 -2.33740 1.61442 -1.20459
H10 1.95028 1.78596 -0.28335

Results
energy relative to the best compared isomer or geometry (same formula, charge and spin)	0.000	eV
frontier orbital gap (spin up / spin down)	0.140 / 0.103	Eh
DFT total energy	-1022.057626	Ha
<S²>	2.02
multiplicity	3
net charge	-2
LUMO energy (spin up / spin down)	5.087 / 5.005	eV


Here is 2 unconnected molecules or ions with the total composition C9H10INOS at a distorted geometry from the Open Molecules 2025 dataset. Energies are from ωB97M-V/def2-TZVPD.

Cartesian coordinates (Å):
C1 -1.52302 0.57161 -0.42306
C2 1.15241 -1.20638 0.39204
C3 -1.30312 2.49581 1.01216
H1 -0.50320 0.57628 1.46983
H2 -3.17996 3.25644 -1.70517
O1 -1.94636 -1.31707 -1.64825
C4 -1.03980 1.17898 0.75369
C5 -0.34882 -3.16440 -0.27720
S1 -2.36944 4.93158 0.45575
N1 -1.24873 -0.70169 -0.78949
C6 -2.06246 3.29260 0.12923
H3 -0.94356 2.95422 1.92432
H4 0.50936 -3.48755 -0.88556
H5 -0.46315 -3.87214 0.54814
C7 -2.57546 2.66904 -1.02623
C8 -2.32117 1.35560 -1.28897
H6 1.49091 -1.29396 1.43001
C9 -0.21699 -1.78954 0.26164
I1 19.78778 -2.23972 2.84903
H7 1.88995 -1.72727 -0.23693
H8 -1.24521 -3.20809 -0.89686
H9 1.17071 -0.15131 0.12932
H10 -2.71067 0.87698 -2.17746

Results
energy relative to the best compared isomer or geometry (same formula, charge and spin)	0.000	eV
frontier orbital gap (spin up / spin down)	0.196 / 0.225	Eh
DFT total energy	-1174.785115	Ha
net charge	-2
LUMO energy (spin up / spin down)	3.201 / 3.608	eV